Record 1
The following is a quantum chemistry calculation of a single CH4O4Si molecule, from OMol25.

Element x y z (Å)
O (1.286, 1.379, 0.634)
C (1.599, 0.269, 0.272)
O (2.822, -0.163, 0.019)
O (0.797, -0.807, 0.110)
O (-0.651, -0.906, 0.102)
Si (-1.834, 0.188, -0.131)
H (2.864, -1.116, 0.169)
H (-2.428, 1.306, 0.726)
H (-2.924, -0.929, -0.394)
H (-1.532, 0.779, -1.507)

Calculated values
- HOMO level: -11.09 eV
- Electronic energy: -17166.26574 eV
- E_LUMO: 0.0091 Ha

The Löwdin scheme yields these atomic charges, measured in e:
1 O 0.13
2 C -0.61
3 O 0.17
4 O 0.01
5 O -0.29
6 Si 0.58
7 H 0.14
8 H -0.06
9 H -0.02
10 H -0.05

***

Record 2
The following is a quantum chemistry calculation of 3 unconnected molecules or ions with the total composition CH4O5, from OMol25.

Element x y z (Å)
C (-1.238, 0.348, -0.344)
O (0.445, -0.855, 0.492)
O (0.114, 0.370, 2.039)
O (1.294, -1.328, -0.376)
O (-1.068, 0.322, 1.626)
O (1.894, -0.230, -1.186)
H (2.573, 0.098, -0.573)
H (-0.698, 1.271, -0.503)
H (-2.291, 0.435, -0.113)
H (-1.025, -0.433, -1.062)

Calculated values
- HOMO level (spin up / spin down): -9.56 / -9.09 eV
- Electronic energy: -11326.32632 eV
- E_LUMO (spin up / spin down): -0.0321 / -0.0116 Ha

The Löwdin scheme yields these atomic charges, measured in e:
1 C 0.16
2 O -0.14
3 O -0.06
4 O -0.09
5 O -0.13
6 O -0.01
7 H 0.09
8 H 0.07
9 H 0.06
10 H 0.05

***

Record 3
The following is a quantum chemistry calculation of a molecular structure, CH4OP2, from OMol25.

Element x y z (Å)
C (-0.149, -0.616, -0.299)
O (2.780, -0.387, 0.360)
P (1.806, 0.646, 0.019)
P (-1.610, 0.381, 0.213)
H (-0.250, -0.829, -1.291)
H (0.082, -1.402, 0.291)
H (-1.027, 0.812, 1.402)
H (-1.633, 1.395, -0.695)

Calculated values
- HOMO level: -8.02 eV
- Electronic energy: -21724.51513 eV
- E_LUMO: -0.0386 Ha

The Löwdin scheme yields these atomic charges, measured in e:
1 C -0.58
2 O -0.56
3 P 0.86
4 P 0.69
5 H -0.05
6 H -0.05
7 H -0.15
8 H -0.15

***

Q: What is the formula in the second record?
A: CH4O5

***

Q: The lowest electronic energy belongs to which entry?
A: CH4OP2

***

What did the second record say?
The following is a quantum chemistry calculation of 3 unconnected molecules or ions with the total composition CH4O5, from OMol25.

Element x y z (Å)
C (-1.238, 0.348, -0.344)
O (0.445, -0.855, 0.492)
O (0.114, 0.370, 2.039)
O (1.294, -1.328, -0.376)
O (-1.068, 0.322, 1.626)
O (1.894, -0.230, -1.186)
H (2.573, 0.098, -0.573)
H (-0.698, 1.271, -0.503)
H (-2.291, 0.435, -0.113)
H (-1.025, -0.433, -1.062)

Calculated values
- HOMO level (spin up / spin down): -9.56 / -9.09 eV
- Electronic energy: -11326.32632 eV
- E_LUMO (spin up / spin down): -0.0321 / -0.0116 Ha

The Löwdin scheme yields these atomic charges, measured in e:
1 C 0.16
2 O -0.14
3 O -0.06
4 O -0.09
5 O -0.13
6 O -0.01
7 H 0.09
8 H 0.07
9 H 0.06
10 H 0.05